1 | Formula: BrH3Si
Source: the OMol25 dataset
Level of theory: wB97M-V/def2-TZVPD

Its spin multiplicity is 1. The value obtained for the frontier orbital gap is 7.60 eV.

Each line ends with the Löwdin charge.
CARTESIAN COORDINATES (ANGSTROEM)
Si  -0.29  0.23  -0.05  0.71
Br  2.05  -1.89  0.21  -0.30
H  -0.96  0.14  1.14  -0.16
H  0.34  1.47  -0.05  -0.15
H  -1.15  0.05  -1.26  -0.10

2 | Formula: BrH3Si
Source: the OMol25 dataset
Level of theory: wB97M-V/def2-TZVPD

Its spin multiplicity is 1. The value obtained for the frontier orbital gap is 8.80 eV. As for the SMILES: [SiH3]Br.

Each line ends with the Löwdin charge.
CARTESIAN COORDINATES (ANGSTROEM)
Si  -0.25  -0.01  0.00  0.58
Br  -3.02  0.00  -0.16  -0.19
H  0.36  0.39  -1.19  -0.16
H  -0.47  1.09  0.93  -0.12
H  0.09  -1.43  -0.14  -0.11

Quick one: most stable of them? 2

1 | Formula: C2H3O2P
Source: the OMol25 dataset
Level of theory: wB97M-V/def2-TZVPD

Its spin multiplicity is 1. The value obtained for the frontier orbital gap (spin up / spin down) is 7.21 / 7.24 eV. As for the SMILES: C#P=O.C=O.

Each line ends with the Löwdin charge.
CARTESIAN COORDINATES (ANGSTROEM)
C  0.12  1.26  1.77  -0.16
P  -0.35  2.04  0.42  0.73
O  -1.67  2.44  -0.03  -0.42
H  1.10  1.28  1.92  -0.13
C  0.18  -1.77  -1.00  -0.09
O  -0.13  -0.64  -0.61  -0.09
H  -0.46  -2.41  -1.61  0.08
H  1.20  -2.21  -0.86  0.08

2 | Formula: C2H3O2P
Source: the OMol25 dataset
Level of theory: wB97M-V/def2-TZVPD

Its spin multiplicity is 1. The value obtained for the frontier orbital gap is 9.35 eV. As for the SMILES: C=COP=O.

Each line ends with the Löwdin charge.
CARTESIAN COORDINATES (ANGSTROEM)
C  0.15  0.39  -0.15  0.00
C  -0.64  -0.66  0.00  -0.34
O  -1.99  -0.73  -0.08  -0.33
P  -3.11  0.47  0.20  0.90
O  -4.41  -0.20  -0.07  -0.44
H  1.29  0.29  -0.10  0.09
H  -0.44  1.25  -0.50  0.04
H  -0.17  -1.51  0.33  0.08

Quick one: most stable of them? 2

1 | Formula: CH3NO2S
Source: the OMol25 dataset
Level of theory: wB97M-V/def2-TZVPD

Its spin multiplicity is 1. The value obtained for the frontier orbital gap is 9.72 eV.

Each line ends with the Löwdin charge.
CARTESIAN COORDINATES (ANGSTROEM)
C  -0.55  -0.25  0.24  -0.56
N  0.68  0.52  0.52  -0.50
O  1.28  0.95  -0.41  0.04
O  0.99  0.60  1.71  0.05
S  -1.19  -0.07  -1.36  0.73
H  -0.01  -1.48  0.48  0.21
H  -1.25  -0.22  1.00  0.05
H  0.04  -0.04  -2.19  -0.02

2 | Formula: CH3NO2S
Source: the OMol25 dataset
Level of theory: wB97M-V/def2-TZVPD

Its spin multiplicity is 1. The value obtained for the frontier orbital gap is 9.73 eV. As for the SMILES: O=[N+]([O-])CS.

Each line ends with the Löwdin charge.
CARTESIAN COORDINATES (ANGSTROEM)
O  -0.23  -0.38  -2.02  0.07
N  -0.42  0.40  -1.11  -0.46
O  -0.99  1.45  -1.23  0.08
C  0.32  0.13  0.19  -0.44
S  -0.66  -0.96  1.23  0.75
H  1.26  -0.44  0.08  0.09
H  0.40  1.06  0.89  0.11
H  0.31  -1.27  1.97  -0.19

3 | Formula: CH3NO2S
Source: the OMol25 dataset
Level of theory: wB97M-V/def2-TZVPD

Its spin multiplicity is 1. The value obtained for the frontier orbital gap (spin up / spin down) is 8.97 / 7.08 eV.

Each line ends with the Löwdin charge.
CARTESIAN COORDINATES (ANGSTROEM)
C  -1.47  -0.02  -0.14  -0.05
N  -0.02  0.44  0.09  -0.09
O  0.82  -0.51  0.50  -0.47
O  3.04  0.75  -0.28  -0.54
S  2.70  -0.43  0.44  0.98
H  -1.94  0.71  0.39  0.04
H  -1.47  -1.05  0.16  0.07
H  -1.65  0.11  -1.15  0.05

4 | Formula: CH3NO2S
Source: the OMol25 dataset
Level of theory: wB97M-V/def2-TZVPD

Its spin multiplicity is 1. The value obtained for the frontier orbital gap is 9.90 eV. As for the SMILES: NSOC=O.

Each line ends with the Löwdin charge.
CARTESIAN COORDINATES (ANGSTROEM)
N  1.85  0.10  0.50  -0.27
S  0.57  -0.76  -0.27  0.91
O  -0.76  0.03  0.39  -0.36
C  -1.80  0.27  -0.32  -0.47
O  -2.79  0.88  0.10  0.05
H  2.23  -0.61  1.15  0.04
H  2.41  0.38  -0.29  0.01
H  -1.71  -0.29  -1.26  0.11

Quick one: most stable of them? 4